<one>
# C5H10N

An isolated ion of composition C5H10N and charge +1 (the ωB97M-V functional and the def2-TZVPD basis, the Open Molecules 2025 dataset).

- HOMO: -13.6 eV
- HOMO-LUMO gap: 9.5782 eV
- Lowest unoccupied orbital energy: -4.05 eV
- SMILES: CC1=CC[N@H+]1C

The geometry in ORCA input format:
```
! wB97M-V def2-TZVPD RIJCOSX def2/J DEFGRID3
* xyz 1 1
C -0.331 -1.728 0.392
C 0.643 -0.547 0.002
C -1.404 -1.022 -0.237
C 2.115 -0.357 -0.142
C -0.836 1.342 0.391
N -0.463 0.222 -0.478
H -0.370 -2.709 1.000
H -1.662 -1.453 -1.190
H -2.341 -0.848 0.229
H 2.490 -0.151 -1.232
H 2.597 -1.354 0.118
H 2.520 0.514 0.422
H -0.207 2.240 0.449
H -1.892 1.747 0.111
H -0.970 1.016 1.369
H -0.533 0.518 -1.509
*
```

<two>
# C5H10N

An isolated ion of composition C5H10N and charge +1 (the ωB97M-V functional and the def2-TZVPD basis, the Open Molecules 2025 dataset).

- HOMO: -14.9 eV
- HOMO-LUMO gap: 11.3660 eV
- Lowest unoccupied orbital energy: -3.53 eV
- SMILES: C=C1[C@H](C)[N@H+]1C

The geometry in ORCA input format:
```
! wB97M-V def2-TZVPD RIJCOSX def2/J DEFGRID3
* xyz 1 1
C 0.449 -0.945 -0.081
C 0.843 -2.093 -0.462
C -0.516 -0.063 0.419
C -2.332 -0.026 -0.002
C 1.514 1.536 0.268
N 0.583 0.504 -0.289
H 1.817 -2.370 -0.843
H 0.345 -3.019 -0.003
H -0.562 0.158 1.519
H -2.926 -0.185 0.881
H -2.662 -0.811 -0.814
H -2.363 1.039 -0.529
H 1.515 1.574 1.319
H 2.498 1.407 -0.155
H 1.296 2.478 -0.037
H 0.502 0.814 -1.188
*
```

<three>
# C5H10N

A 2-piece molecular cluster, C5H10N overall (the ωB97M-V functional and the def2-TZVPD basis, the Open Molecules 2025 dataset).

- HOMO (spin up / spin down): -13.2 / -13.2 eV
- HOMO-LUMO gap (spin up / spin down): 7.4035 / 7.4016 eV
- Lowest unoccupied orbital energy (spin up / spin down): -5.78 / -5.78 eV

The geometry in ORCA input format:
```
! wB97M-V def2-TZVPD RIJCOSX def2/J DEFGRID3
* xyz 1 1
C 1.541 -0.900 -0.194
C 2.219 0.058 0.288
C -1.231 -0.317 -0.062
C 3.694 0.285 0.036
C -3.595 0.303 -0.148
N -2.417 -0.319 0.427
H 1.778 0.815 0.929
H -1.126 0.193 -1.020
H 1.259 -1.790 -0.689
H 4.215 0.260 0.992
H 3.816 1.272 -0.408
H 4.102 -0.473 -0.624
H -3.858 1.177 0.452
H -3.395 0.616 -1.171
H -4.424 -0.401 -0.131
H -2.579 -0.777 1.323
*
```

Which of them is the most stable? Correct choice: <one>.

<one>
# C11H23N5O3

One molecule with the formula C11H23N5O3 (the ωB97M-V functional and the def2-TZVPD basis, the Open Molecules 2025 dataset).

- HOMO: -8.8 eV
- HOMO-LUMO gap: 9.1638 eV
- Lowest unoccupied orbital energy: 0.41 eV
- SMILES: [H]/N=C(/N)NCCC[C@H](N)C(=O)N[C@H](C(=O)O)C(C)C

The geometry in ORCA input format:
```
! wB97M-V def2-TZVPD RIJCOSX def2/J DEFGRID3
* xyz 0 1
C -0.804 2.294 -0.639
C 0.729 2.034 -0.481
C -1.537 1.489 0.402
C -2.875 1.069 -0.118
C -3.386 -0.088 0.661
C -1.999 -1.777 -0.393
C 2.498 0.268 -0.359
C 2.951 -0.823 -1.273
C 2.653 -0.334 1.119
C 2.840 0.712 2.243
C 1.589 -1.418 1.189
H -0.684 1.096 -2.448
H -0.572 2.680 -2.666
H -1.112 3.252 -0.447
H -1.008 0.676 0.778
H -1.672 1.982 1.270
H -2.765 0.945 -1.179
H -3.628 1.892 0.085
H -3.017 0.055 1.701
H -4.435 0.026 0.750
H -3.405 -2.196 0.739
H -2.020 -0.553 -1.820
H -1.650 -3.378 0.909
H -0.609 -3.271 -0.477
H 0.398 0.079 -0.959
H 3.267 1.128 -0.587
H 3.634 -0.827 0.930
H 3.480 1.570 1.858
H 3.180 0.172 3.180
H 1.904 1.124 2.487
H 1.563 -2.018 0.267
H 2.039 -2.095 1.949
H 0.571 -1.051 1.258
H 2.226 -2.061 -2.610
N -1.057 2.022 -2.097
N -3.099 -1.386 0.242
N -1.358 -1.154 -1.359
N -1.492 -3.113 -0.105
N 1.114 0.729 -0.642
O 1.522 2.866 -0.043
O 4.069 -1.309 -1.254
O 1.958 -1.311 -2.062
*
```

<two>
# C11H23N5O3

One molecule with the formula C11H23N5O3 (the ωB97M-V functional and the def2-TZVPD basis, the Open Molecules 2025 dataset).

- HOMO: -8.7 eV
- HOMO-LUMO gap: 9.3697 eV
- Lowest unoccupied orbital energy: 0.70 eV
- SMILES: [H]/N=C(/N)NCCC[C@H](NC(=O)[C@@H](N)C(C)C)C(=O)O

The geometry in ORCA input format:
```
! wB97M-V def2-TZVPD RIJCOSX def2/J DEFGRID3
* xyz 0 1
C -2.429 -1.930 -0.277
C -0.921 -1.633 -0.524
C -3.292 -1.092 -1.286
C -2.902 0.423 -1.338
C -3.346 -1.772 -2.662
C 1.268 -1.316 0.484
C 1.875 -2.138 1.639
C 1.801 0.136 0.548
C 1.241 1.016 -0.593
C 1.901 2.375 -0.777
C 2.536 3.016 1.489
H -3.679 -2.133 1.407
H -2.926 -0.664 1.252
H -2.585 -2.994 -0.476
H -4.351 -1.110 -0.827
H -1.858 0.540 -1.662
H -3.183 0.857 -0.347
H -3.490 0.934 -2.127
H -3.837 -2.712 -2.548
H -2.318 -1.925 -2.929
H -3.859 -1.193 -3.476
H -0.628 -1.621 1.468
H 1.632 -1.750 -0.455
H 2.888 0.080 0.433
H 1.659 0.587 1.535
H 1.398 0.418 -1.526
H 0.139 1.125 -0.447
H 1.463 2.881 -1.641
H 2.955 2.265 -0.972
H 0.705 3.140 0.769
H 1.193 3.226 2.913
H 4.513 2.987 1.975
H 4.235 3.469 0.391
H 3.446 -2.933 2.246
N -2.805 -1.650 1.128
N -0.185 -1.411 0.584
N 1.696 3.196 0.389
N 2.169 2.931 2.721
N 3.893 2.909 1.183
O -0.448 -1.594 -1.677
O 1.247 -2.548 2.560
O 3.192 -2.393 1.453
*
```

Which of them is the most stable? Correct choice: <two>.

<one>
# C2H2Cl2

One molecule with the formula C2H2Cl2 (the ωB97M-V functional and the def2-TZVPD basis, the Open Molecules 2025 dataset).

- HOMO (spin up / spin down): -8.5 / -8.9 eV
- HOMO-LUMO gap (spin up / spin down): 8.3615 / 8.7625 eV
- Lowest unoccupied orbital energy (spin up / spin down): -0.13 / -0.10 eV
- SMILES: C=C(Cl)Cl

The geometry in ORCA input format:
```
! wB97M-V def2-TZVPD RIJCOSX def2/J DEFGRID3
* xyz 0 1
C 0.209 0.166 -0.354
C 1.429 0.450 -1.465
Cl 0.878 0.449 -3.039
Cl 2.941 0.989 -0.937
H 0.551 -0.045 0.691
H -0.703 -0.346 -0.783
*
```

<two>
# C2H2Cl2

One molecule with the formula C2H2Cl2 (the ωB97M-V functional and the def2-TZVPD basis, the Open Molecules 2025 dataset).

- HOMO: -10.2 eV
- HOMO-LUMO gap: 11.0098 eV
- Lowest unoccupied orbital energy: 0.77 eV
- SMILES: C=C(Cl)Cl

The geometry in ORCA input format:
```
! wB97M-V def2-TZVPD RIJCOSX def2/J DEFGRID3
* xyz 0 1
C -0.109 -0.457 0.076
C 0.061 0.812 0.000
H 1.148 1.172 -0.070
H -0.764 1.553 -0.011
Cl -1.588 -1.457 0.001
Cl 1.251 -1.623 0.005
*
```

Which of them is the most stable? Correct choice: <two>.